Record 1
A gas-phase ion, C5H14NO (charge +1) at a distorted geometry, computed with ωB97M-V/def2-TZVPD.

## Properties
HOMO = -0.5288 hartree
net charge = +1
energy above the lowest of the compared OMol25 structures with the same formula, charge and spin = 134.1 kcal/mol
HOMO-LUMO gap = 11.29 eV

Last column: natural (NBO) charge in e.
Geometry (Å):
C1 1.531 1.624 -0.166  -0.653
C2 0.707 -2.029 0.510  -0.637
C3 -1.758 0.324 -1.434  -0.197
C4 0.695 1.327 1.116  -0.221
C5 -0.648 -1.548 -0.151  -0.089
N1 -0.565 0.688 0.710  -0.344
O1 -0.577 -0.190 -0.432  -0.232
H1 1.930 0.850 -0.916  0.243
H2 0.752 2.277 -0.584  0.214
H3 2.425 2.282 0.151  0.252
H4 1.633 -1.742 -0.095  0.235
H5 0.634 -3.173 0.729  0.259
H6 0.874 -1.554 1.409  0.215
H7 -1.486 1.331 -1.808  0.246
H8 -1.610 -0.471 -2.228  0.234
H9 -2.591 0.366 -0.684  0.235
H10 1.277 0.866 1.850  0.195
H11 0.153 2.184 1.528  0.236
H12 -0.818 -2.059 -1.124  0.229
H13 -1.368 -1.713 0.635  0.200
H14 -1.202 0.315 1.389  0.380


Record 2
2 unconnected molecules or ions with the total composition C5H14NO at a distorted geometry, computed with ωB97M-V/def2-TZVPD.

## Properties
HOMO = -0.4896 hartree
net charge = +1
energy above the lowest of the compared OMol25 structures with the same formula, charge and spin = 35.3 kcal/mol
HOMO-LUMO gap = 9.95 eV

Last column: natural (NBO) charge in e.
Geometry (Å):
C1 -0.841 -0.455 -0.063  -0.219
C2 -0.504 0.880 0.644  -0.464
C3 0.152 1.875 -0.340  0.025
C4 1.417 1.727 -0.727  -0.411
C5 -0.722 2.998 -0.734  -0.664
N1 0.343 -1.379 -0.037  -0.670
H1 -1.705 -0.966 0.344  0.239
H2 -0.967 -0.212 -1.117  0.234
H3 0.124 0.669 1.517  0.221
H4 -1.405 1.248 1.134  0.254
H5 2.091 0.985 -0.317  0.175
H6 1.878 2.265 -1.546  0.227
H7 -1.712 2.811 -1.149  0.234
H8 -0.864 3.586 0.182  0.238
H9 -0.243 3.701 -1.419  0.239
H10 0.120 -2.349 -0.268  0.451
H11 1.156 -1.093 -0.571  0.447
H12 0.665 -1.382 0.940  0.442
H13 0.394 -5.018 0.354  0.481
H14 0.059 -5.183 1.916  0.497
O1 0.565 -4.708 1.257  -0.975


Record 3
A gas-phase ion, C5H14NO (charge +1) at a distorted geometry, computed with ωB97M-V/def2-TZVPD.

## Properties
HOMO = -0.5473 hartree
net charge = +1
energy above the lowest of the compared OMol25 structures with the same formula, charge and spin = 50.3 kcal/mol
HOMO-LUMO gap = 11.60 eV
SMILES string = CC(C)[C@@H]([NH3+])CO

Last column: natural (NBO) charge in e.
Geometry (Å):
C1 -1.393 0.900 0.078  -0.703
C2 -0.169 0.640 -0.828  -0.248
C3 0.674 1.863 -0.828  -0.635
C4 0.586 -0.620 -0.313  -0.045
N1 1.289 -0.343 1.006  -0.717
C5 -0.322 -1.890 -0.063  -0.075
O1 -1.034 -1.621 1.132  -0.743
H1 -2.034 1.757 -0.184  0.246
H2 -2.171 0.198 -0.246  0.235
H3 -1.587 0.938 1.187  0.257
H4 -0.515 0.217 -1.785  0.253
H5 0.276 2.841 -1.118  0.274
H6 1.506 1.825 -1.593  0.236
H7 1.054 2.084 0.177  0.183
H8 1.354 -0.947 -1.026  0.233
H9 1.334 0.679 0.867  0.452
H10 2.288 -0.597 1.062  0.438
H11 0.880 -0.751 1.845  0.465
H12 -0.902 -1.961 -0.997  0.195
H13 0.222 -2.807 0.032  0.195
H14 -1.335 -2.407 1.597  0.505


Record 4
2 unconnected molecules or ions with the total composition C5H14NO at a distorted geometry, computed with ωB97M-V/def2-TZVPD.

## Properties
HOMO (spin up / spin down) = -0.7382 / -0.7379 hartree
expectation value of S² = 0.753
2S+1 = 2
net charge = +2
energy above the lowest of the compared OMol25 structures with the same formula, charge and spin = 47.6 kcal/mol
HOMO-LUMO gap (spin up / spin down) = 12.91 / 4.91 eV

Last column: natural (NBO) charge in e.
Geometry (Å):
C1 -1.540 -1.715 0.598  -0.607
C2 -0.881 -0.631 -0.262  -0.056
N1 -0.451 0.573 0.564  -0.539
C3 0.982 0.313 1.001  -0.234
C4 1.543 -0.508 -0.167  -0.391
C5 0.359 -0.983 -0.996  -0.366
H1 -2.407 -1.346 1.135  0.276
H2 -0.779 -2.010 1.336  0.253
H3 -1.656 -2.618 -0.017  0.280
H4 -1.596 -0.187 -1.017  0.350
H5 -1.141 0.772 1.290  0.464
H6 -0.373 1.435 -0.022  0.485
H7 1.460 1.263 1.213  0.282
H8 0.919 -0.306 1.899  0.259
H9 2.271 0.081 -0.739  0.309
H10 1.952 -1.466 0.262  0.380
H11 0.348 -2.046 -1.343  0.376
H12 0.489 -0.488 -2.018  0.429
H13 -0.018 3.112 -1.641  0.510
H14 0.510 3.768 -0.396  0.525
O1 0.008 2.989 -0.680  -0.983


Record 5
2 unconnected molecules or ions with the total composition C5H14NO2 at a distorted geometry, computed with ωB97M-V/def2-TZVPD.

## Properties
HOMO = -0.0809 hartree
net charge = -1
energy above the lowest of the compared OMol25 structures with the same formula, charge and spin = 88.0 kcal/mol
HOMO-LUMO gap = 5.84 eV

Last column: natural (NBO) charge in e.
Geometry (Å):
C1 -1.487 0.958 0.478  -0.021
O1 -1.711 0.762 1.745  -0.965
C2 -0.901 -0.456 0.011  -0.068
C3 0.412 -0.457 0.675  -0.269
C4 1.631 -0.095 -0.214  -0.603
C5 0.575 -1.791 1.332  -0.593
N1 -0.816 -0.479 -1.528  -0.898
H1 -2.560 1.046 0.009  0.068
H2 -0.840 1.764 0.267  0.106
H3 -1.604 -1.331 0.254  0.182
H4 0.395 0.376 1.445  0.240
H5 1.489 0.639 -0.887  0.189
H6 2.275 0.270 0.585  0.193
H7 2.094 -1.095 -0.514  0.195
H8 -0.015 -1.977 2.162  0.216
H9 1.743 -1.708 1.461  0.182
H10 0.101 -2.509 0.574  0.195
H11 -0.892 0.507 -1.905  0.343
H12 -1.863 -0.752 -1.876  0.335
H13 1.103 2.286 -2.028  0.458
H14 0.331 1.597 -0.768  0.502
O2 0.540 2.445 -1.278  -0.987


Record 6
A molecular structure, C5H14NO2 at a distorted geometry, computed with ωB97M-V/def2-TZVPD.

## Properties
HOMO = -0.1418 hartree
net charge = -1
energy above the lowest of the compared OMol25 structures with the same formula, charge and spin = 31.2 kcal/mol
HOMO-LUMO gap = 7.67 eV

Last column: natural (NBO) charge in e.
Geometry (Å):
C1 2.351 -0.116 -1.561  -0.611
C2 0.947 0.328 -1.098  -0.051
C3 0.993 0.482 0.418  -0.409
C4 -0.377 0.642 1.123  -0.427
C5 -1.684 -0.024 0.549  -0.025
O1 -1.494 -1.356 0.708  -0.869
N1 0.537 1.548 -1.853  -0.847
H1 2.889 -0.822 -0.912  0.198
H2 2.187 -0.562 -2.509  0.201
H3 2.971 0.753 -1.612  0.193
H4 0.187 -0.542 -1.356  0.201
H5 1.511 -0.505 0.761  0.211
H6 1.578 1.372 0.568  0.177
H7 -0.496 1.731 1.082  0.153
H8 -0.211 0.183 2.149  0.219
H9 -2.579 0.371 1.125  0.113
H10 -1.875 0.210 -0.496  0.113
H11 -0.381 1.449 -2.201  0.354
H12 0.453 2.222 -1.168  0.339
H13 -3.180 -2.528 2.271  0.409
H14 -1.965 -1.982 1.624  0.485
O2 -2.359 -2.851 2.391  -1.128


Record 7
2 unconnected molecules or ions with the total composition C5H14NO2 at a distorted geometry, computed with ωB97M-V/def2-TZVPD.

## Properties
HOMO = -0.1150 hartree
net charge = -1
energy above the lowest of the compared OMol25 structures with the same formula, charge and spin = 41.9 kcal/mol
HOMO-LUMO gap = 6.73 eV

Last column: natural (NBO) charge in e.
Geometry (Å):
C1 -1.477 0.192 0.549  0.012
O1 -2.490 -0.630 0.947  -0.941
C2 -0.883 -0.397 -0.779  -0.423
C3 0.363 0.490 -1.245  -0.409
C4 1.722 -0.021 -0.689  -0.185
C5 3.107 -0.129 1.333  -0.394
N1 1.857 0.247 0.672  -0.651
H1 -1.736 1.200 0.262  0.101
H2 -0.606 0.305 1.374  0.045
H3 -1.710 -0.220 -1.362  0.204
H4 -0.516 -1.388 -0.733  0.175
H5 0.586 0.435 -2.310  0.177
H6 0.032 1.398 -0.958  0.199
H7 2.570 0.510 -1.317  0.148
H8 1.873 -1.077 -0.901  0.144
H9 3.026 0.222 2.361  0.197
H10 3.976 0.365 0.894  0.180
H11 3.318 -1.346 1.272  0.127
H12 1.050 -0.021 1.193  0.381
H13 -5.465 -0.351 -0.395  0.449
H14 -3.854 -0.057 0.150  0.529
O2 -4.744 0.274 -0.319  -1.064


Record 8
2 unconnected molecules or ions with the total composition C5H14NO2 at a distorted geometry, computed with ωB97M-V/def2-TZVPD.

## Properties
HOMO = -0.1175 hartree
net charge = -1
energy above the lowest of the compared OMol25 structures with the same formula, charge and spin = 30.4 kcal/mol
HOMO-LUMO gap = 7.22 eV

Last column: natural (NBO) charge in e.
Geometry (Å):
C1 -0.652 1.656 -2.092  -0.623
C2 -1.034 0.657 -0.987  -0.220
N1 -0.418 -0.677 -1.085  -0.654
C3 -1.075 -1.087 1.381  -0.624
C4 -0.232 -1.494 0.131  -0.064
C5 1.301 -1.431 0.658  -0.011
O1 1.341 -0.499 1.631  -0.945
H1 -0.440 1.191 -3.092  0.194
H2 0.344 2.163 -1.907  0.209
H3 -1.332 2.494 -2.176  0.201
H4 -2.084 0.447 -1.077  0.162
H5 -0.891 1.156 0.060  0.191
H6 0.553 -0.527 -1.420  0.340
H7 -0.588 -1.395 2.251  0.236
H8 -1.239 -0.044 1.539  0.209
H9 -2.109 -1.446 1.365  0.167
H10 -0.446 -2.549 -0.229  0.145
H11 1.520 -2.421 0.970  0.107
H12 1.832 -1.119 -0.281  0.080
H13 1.391 1.002 1.573  0.515
H14 2.584 1.903 1.358  0.437
O2 1.675 2.022 1.428  -1.051


Record 9
A molecular structure, C5H14NO2 at a distorted geometry, computed with ωB97M-V/def2-TZVPD.

## Properties
HOMO = -0.1407 hartree
net charge = -1
energy above the lowest of the compared OMol25 structures with the same formula, charge and spin = 80.7 kcal/mol
HOMO-LUMO gap = 7.16 eV

Last column: natural (NBO) charge in e.
Geometry (Å):
C1 2.254 1.979 0.380  -0.540
N1 0.677 1.587 1.046  -0.593
C2 0.314 0.244 0.521  -0.071
C3 -0.542 0.289 -0.749  -0.430
C4 -0.334 -0.976 -1.609  -0.034
O1 -0.477 -2.147 -0.894  -0.846
C5 -0.343 -0.487 1.692  -0.609
H1 2.837 1.145 0.769  0.218
H2 2.484 2.097 -0.684  0.199
H3 2.555 2.833 0.975  0.206
H4 0.938 2.233 0.277  0.352
H5 1.257 -0.225 0.241  0.164
H6 -0.187 1.162 -1.303  0.167
H7 -1.595 0.370 -0.486  0.194
H8 0.654 -0.869 -2.086  0.112
H9 -1.099 -0.948 -2.409  0.134
H10 0.383 -0.746 2.441  0.195
H11 -1.040 0.247 2.141  0.187
H12 -1.001 -1.247 1.329  0.259
H13 -1.634 -2.317 -0.759  0.486
H14 -3.243 -1.696 -0.272  0.412
O2 -2.855 -2.527 -0.562  -1.162


Record 10
2 unconnected molecules or ions with the total composition C5H14NO2 at a distorted geometry, computed with ωB97M-V/def2-TZVPD.

## Properties
HOMO = -0.5087 hartree
net charge = +1
energy above the lowest of the compared OMol25 structures with the same formula, charge and spin = 81.4 kcal/mol
HOMO-LUMO gap = 9.96 eV

Last column: natural (NBO) charge in e.
Geometry (Å):
O1 1.354 0.690 -3.242  -0.489
C1 0.368 0.641 -2.557  0.433
C2 0.288 -0.608 -1.542  -0.108
C3 -0.331 -0.246 -0.216  -0.259
C4 -0.445 -1.357 0.780  -0.654
C5 0.395 0.976 0.428  -0.609
N1 1.668 -1.484 -1.626  -0.735
H1 -0.547 1.146 -2.696  0.168
H2 -0.470 -1.308 -2.091  0.230
H3 -1.440 0.004 -0.567  0.255
H4 0.021 -2.339 0.674  0.211
H5 -1.500 -1.604 0.837  0.249
H6 0.038 -1.038 1.712  0.242
H7 1.517 0.804 0.765  0.211
H8 -0.160 1.193 1.290  0.247
H9 0.436 1.777 -0.285  0.213
H10 1.142 -2.534 -1.468  0.476
H11 2.163 -1.355 -2.526  0.480
H12 2.146 -1.254 -0.787  0.440
H13 -1.634 2.449 4.779  0.463
H14 -2.916 2.877 4.374  0.469
O2 -2.093 2.572 3.964  -0.932